103
Properties=species:S:1:pos:R:3:mulliken_spin:R:1 method="wB97M-V/def2-TZVPD" total_energy_ha=-3661.9979 s_squared=0.78 e_lumo_ev="-1.754 / -1.759" charge=+1 multiplicity=2
Mn -3.045 0.485 -0.128 1.00
C -4.872 1.672 2.511 0.00
C -5.625 1.583 1.196 0.00
N -4.761 1.759 0.013 0.00
C -5.537 1.698 -1.257 0.00
C -4.937 0.698 -2.238 0.00
N -3.473 0.710 -2.179 -0.01
C -2.825 1.778 -2.957 0.00
C -2.559 3.070 -2.196 0.00
C -1.399 2.963 -1.223 0.01
N -1.636 2.051 -0.092 0.02
C -1.792 2.726 1.200 0.01
C -1.770 1.665 2.274 -0.01
N -2.687 0.551 1.962 0.00
C -3.909 0.530 2.792 0.00
H -5.621 1.656 3.306 0.00
H -4.371 2.642 2.607 0.00
H -6.422 2.334 1.187 0.00
H -6.088 0.601 1.109 0.00
H -4.365 2.692 0.070 0.00
H -5.599 2.695 -1.697 0.00
H -6.561 1.394 -1.036 0.00
H -5.307 0.905 -3.249 0.00
H -5.257 -0.305 -1.960 0.00
H -3.124 -0.179 -2.523 0.00
H -3.415 1.989 -3.855 0.00
H -1.861 1.389 -3.296 0.00
H -3.458 3.431 -1.690 0.00
H -2.308 3.839 -2.931 0.00
H -1.149 3.960 -0.845 0.00
H -0.521 2.608 -1.770 0.00
H -0.819 1.436 0.018 -0.02
H -2.721 3.305 1.208 0.00
H -0.978 3.436 1.386 0.00
H -1.984 2.096 3.257 0.00
H -0.756 1.262 2.307 0.00
H -2.182 -0.307 2.165 0.00
H -3.630 0.553 3.851 0.00
H -4.415 -0.415 2.597 0.00
C 1.572 -4.572 -0.902 0.00
O 0.332 -5.184 -0.580 0.00
C -0.748 -4.396 -0.446 0.00
C -1.931 -5.074 -0.061 0.00
C -3.067 -4.353 0.116 0.00
C -3.112 -2.941 -0.058 0.01
C -4.321 -2.235 0.194 -0.01
C -5.608 -2.979 0.460 0.00
O -4.402 -0.983 0.249 -0.01
C -1.925 -2.263 -0.468 0.00
O -1.870 -0.999 -0.719 0.00
C -0.752 -3.035 -0.658 0.00
H 2.305 -5.372 -0.923 0.00
H 1.850 -3.835 -0.147 0.00
H 1.524 -4.098 -1.886 0.00
H -1.896 -6.143 0.087 0.00
H -3.963 -4.876 0.420 0.00
H -5.743 -3.829 -0.206 0.00
H -6.441 -2.289 0.344 0.00
H -5.614 -3.354 1.486 0.00
H 0.136 -2.502 -0.965 0.00
C 5.520 -0.473 -3.558 0.00
C 5.423 0.202 -2.183 0.00
C 4.535 1.442 -2.347 0.00
C 6.828 0.669 -1.785 0.00
C 4.878 -0.819 -1.127 0.00
O 5.608 -2.048 -1.257 0.00
C 5.024 -0.410 0.353 0.00
C 4.437 0.919 0.838 0.00
C 3.991 0.932 2.283 0.00
C 3.007 1.840 2.670 0.00
C 2.533 1.885 3.970 0.00
C 3.049 1.003 4.906 0.00
Cl 2.444 1.033 6.534 0.00
C 4.039 0.102 4.556 0.00
C 4.505 0.074 3.247 0.00
C 3.433 -1.296 -1.467 0.00
N 2.370 -0.825 -0.588 0.00
C 1.510 0.185 -0.753 0.00
N 0.775 0.345 0.331 0.00
C 1.225 -0.643 1.145 0.00
N 2.182 -1.376 0.629 0.00
H 5.979 0.220 -4.264 0.00
H 4.540 -0.736 -3.963 0.00
H 6.121 -1.378 -3.525 0.00
H 4.916 2.040 -3.176 0.00
H 4.524 2.081 -1.467 0.00
H 3.505 1.176 -2.602 0.00
H 7.217 1.345 -2.548 0.00
H 7.537 -0.160 -1.714 0.00
H 6.833 1.206 -0.836 0.00
H 6.534 -1.881 -1.051 0.00
H 6.093 -0.438 0.580 0.00
H 4.581 -1.226 0.923 0.00
H 3.570 1.203 0.242 0.00
H 5.165 1.723 0.691 0.00
H 2.592 2.518 1.932 0.00
H 1.770 2.595 4.262 0.00
H 4.440 -0.573 5.299 0.00
H 5.274 -0.642 2.987 0.00
H 3.443 -2.380 -1.395 0.00
H 3.149 -1.031 -2.482 0.00
H 1.459 0.770 -1.658 0.00
H 0.857 -0.816 2.144 0.00

---

99
Properties=species:S:1:pos:R:3:mulliken_spin:R:1 method="wB97M-V/def2-TZVPD" total_energy_ha=-3726.4480 s_squared=6.07 e_lumo_ev="-4.933 / -8.399" charge=+2 multiplicity=5
P 1.713 1.931 -1.743 0.42
C 1.444 3.669 -2.139 0.17
C 2.351 4.683 -1.789 0.03
H 3.242 4.442 -1.203 0.01
C 2.129 5.991 -2.229 -0.01
H 2.861 6.773 -1.995 0.00
C 0.981 6.286 -2.975 0.03
H 0.813 7.307 -3.323 0.00
C 0.042 5.287 -3.276 0.00
H -0.857 5.531 -3.852 0.00
C 0.264 3.978 -2.849 0.05
H -0.455 3.182 -3.060 0.00
C 3.086 1.914 -0.533 0.09
C 2.860 2.523 0.723 0.04
H 1.942 3.095 0.893 0.00
C 3.807 2.412 1.744 -0.02
H 3.611 2.865 2.726 0.00
C 5.023 1.759 1.488 0.04
H 5.789 1.722 2.267 0.00
C 5.272 1.166 0.244 -0.01
H 6.237 0.681 0.037 0.00
C 4.289 1.205 -0.751 0.03
H 4.481 0.735 -1.721 0.03
C 2.358 1.133 -3.261 0.35
C 3.177 1.832 -4.164 0.64
H 3.487 2.856 -3.933 0.05
C 3.611 1.220 -5.344 -0.14
H 4.278 1.767 -6.023 0.00
C 3.190 -0.085 -5.641 0.62
H 3.519 -0.558 -6.569 0.03
C 2.352 -0.788 -4.761 0.36
H 2.017 -1.807 -5.001 0.00
C 1.949 -0.181 -3.568 -0.04
H 1.288 -0.709 -2.874 0.07
Ru -1.565 -0.245 0.349 0.96
C -0.488 -1.757 1.378 -0.08
C 0.879 -1.849 1.345 0.06
H -1.068 -2.489 1.983 0.00
C 1.553 -0.809 0.466 0.02
O 2.249 -1.483 -0.625 0.00
H 2.629 -0.808 -1.230 -0.01
C 0.371 -0.063 -0.044 0.09
H 2.253 -0.127 1.022 0.03
C -0.373 0.837 -0.773 -0.02
Cl -3.396 1.266 -0.410 0.00
P -2.192 -1.820 -1.238 0.07
P -1.546 1.083 2.272 0.06
C -3.926 -1.800 -1.797 -0.01
H -4.230 -0.751 -1.904 0.00
H -4.578 -2.290 -1.063 0.00
H -4.005 -2.317 -2.763 0.00
C -1.245 -1.637 -2.777 0.02
H -0.283 -2.155 -2.674 0.00
H -1.070 -0.570 -2.949 0.00
H -1.808 -2.066 -3.617 0.00
C -1.922 -3.561 -0.757 -0.01
H -2.443 -3.762 0.187 0.00
H -0.848 -3.730 -0.611 0.00
H -2.291 -4.243 -1.536 0.00
C -3.163 1.467 3.005 -0.01
H -3.538 0.599 3.560 0.00
H -3.854 1.699 2.186 0.00
H -3.064 2.334 3.672 0.00
C -0.593 0.441 3.689 0.00
H 0.457 0.308 3.400 0.00
H -1.001 -0.535 3.981 0.00
H -0.647 1.132 4.544 0.00
C -0.805 2.708 1.928 0.02
H -1.150 3.048 0.945 0.00
H 0.287 2.616 1.920 0.00
H -1.116 3.419 2.706 0.00
P 2.058 -2.994 2.121 0.00
C 1.246 -3.870 3.425 0.00
C 3.368 -1.908 2.701 0.00
H 0.396 -4.433 3.016 0.00
H 0.905 -3.162 4.194 0.00
H 1.991 -4.558 3.848 0.00
H 3.834 -1.361 1.870 0.00
H 4.129 -2.520 3.199 0.00
H 2.961 -1.182 3.420 0.00
C 2.659 -4.029 0.795 0.00
H 1.810 -4.545 0.329 0.00
H 3.360 -4.759 1.217 0.00
H 3.149 -3.403 0.040 0.00
H -1.287 1.343 -1.140 -0.10
C -5.160 -3.435 1.521 0.00
Si -4.771 -1.599 1.817 0.00
C -6.024 -0.562 0.828 0.00
C -5.263 -1.320 3.633 0.00
O -3.233 -1.273 1.488 0.06
H -6.190 -3.657 1.841 0.00
H -4.485 -4.061 2.120 0.00
H -5.061 -3.744 0.473 0.00
H -7.041 -0.795 1.176 0.00
H -5.853 0.513 0.969 0.00
H -5.987 -0.757 -0.251 0.00
H -4.485 -1.691 4.314 0.00
H -5.459 -0.266 3.872 0.00
H -6.187 -1.878 3.853 0.00

---

In order of appearance, energy above the lowest of the compared OMol25 structures with the same formula, charge and spin = 0.0 33.4 kcal/mol.